The following is a DFT calculation (ωB97M-V/def2-TZVPD) of a 11-piece molecular cluster, C39H104N4O12 overall at a distorted geometry.

```
! RIJCOSX wB97M-V def2-TZVPD def2/J DEFGRID3
* xyz 0 1
C 4.554 -2.609 0.443
O 3.638 -3.036 1.366
C 3.727 -2.350 2.606
C 5.049 -2.534 3.369
C 5.600 -3.944 3.274
N 4.876 -2.197 4.793
H 4.106 -2.264 -0.494
H 5.243 -3.411 0.156
H 5.185 -1.776 0.770
H 3.552 -1.271 2.438
H 2.887 -2.675 3.228
H 5.800 -1.836 2.988
H 5.893 -4.204 2.261
H 4.881 -4.661 3.677
H 6.484 -3.977 3.913
H 4.260 -2.908 5.202
H 4.287 -1.352 4.833
C 1.351 4.808 4.887
O 1.869 3.566 4.427
C 2.207 2.664 5.430
C 2.551 1.349 4.780
C 1.327 0.686 4.138
N 3.205 0.320 5.619
H 2.110 5.384 5.435
H 0.505 4.651 5.576
H 0.979 5.364 4.032
H 3.048 3.011 6.063
H 1.366 2.540 6.142
H 3.202 1.540 3.914
H 0.997 1.277 3.279
H 0.468 0.624 4.812
H 1.592 -0.278 3.700
H 2.483 -0.295 5.996
H 3.602 0.761 6.455
C -4.539 -2.888 -3.159
O -4.790 -1.563 -3.420
C -3.942 -1.070 -4.421
C -4.472 0.263 -4.873
C -5.761 0.093 -5.676
N -3.482 0.976 -5.668
H -5.254 -3.213 -2.407
H -3.531 -3.033 -2.753
H -4.686 -3.515 -4.045
H -2.939 -0.901 -4.003
H -3.907 -1.753 -5.279
H -4.762 0.841 -3.975
H -6.076 1.008 -6.182
H -6.587 -0.225 -5.035
H -5.647 -0.682 -6.442
H -2.661 1.254 -5.100
H -3.866 1.850 -6.009
C 1.188 -1.564 -5.922
O 0.864 -0.207 -5.783
C -0.123 -0.028 -4.784
C -0.218 1.454 -4.466
N -1.270 1.662 -3.484
C -1.244 3.052 -2.923
C -1.718 4.055 -3.925
O -2.170 5.193 -3.260
C -2.561 6.222 -4.141
H 1.658 -1.943 -5.008
H 1.850 -1.670 -6.780
H 0.295 -2.170 -6.142
H 0.114 -0.597 -3.867
H -1.061 -0.437 -5.181
H -0.448 1.971 -5.406
H 0.767 1.815 -4.137
H -0.948 1.109 -2.677
H -0.247 3.291 -2.520
H -1.929 3.021 -2.067
H -2.463 3.576 -4.582
H -0.886 4.318 -4.607
H -3.485 5.946 -4.678
H -1.783 6.439 -4.884
H -2.792 7.104 -3.551
C -1.656 -0.499 -0.546
C -0.405 0.219 -0.100
C 0.398 -0.583 0.889
O 0.394 0.420 -1.301
H -2.254 0.103 -1.232
H -2.296 -0.734 0.312
H -1.433 -1.438 -1.062
H -0.739 1.192 0.293
H 1.157 0.074 1.324
H 0.854 -1.469 0.457
H -0.246 -0.836 1.740
H 1.210 0.855 -0.963
C 3.670 -2.005 -3.434
C 4.342 -0.645 -3.483
C 3.350 0.358 -3.999
O 4.712 -0.228 -2.135
H 3.461 -2.324 -4.456
H 2.742 -1.943 -2.866
H 4.326 -2.734 -2.952
H 5.203 -0.763 -4.147
H 3.259 0.311 -5.082
H 3.610 1.384 -3.725
H 2.387 0.174 -3.514
H 5.568 -0.640 -1.962
C -1.586 2.903 3.817
C -1.701 3.932 2.711
C -2.932 3.595 1.871
O -1.911 5.231 3.257
H -2.506 2.802 4.400
H -0.690 2.936 4.438
H -1.464 1.905 3.357
H -0.810 3.904 2.085
H -2.827 2.614 1.404
H -3.032 4.342 1.081
H -3.838 3.627 2.477
H -2.584 5.146 3.940
C -5.015 0.501 1.164
C -6.399 0.476 1.762
C -7.028 1.848 1.772
O -7.236 -0.464 1.059
H -4.988 0.758 0.100
H -4.449 -0.432 1.267
H -4.318 1.202 1.634
H -6.322 0.094 2.782
H -6.447 2.509 2.426
H -8.029 1.799 2.212
H -7.156 2.312 0.792
H -7.218 -0.230 0.121
C 4.767 2.707 0.174
C 3.505 1.936 0.519
C 2.507 2.887 1.109
O 2.918 1.468 -0.699
H 5.481 2.127 -0.410
H 5.284 3.028 1.087
H 4.501 3.617 -0.367
H 3.779 1.112 1.194
H 1.576 2.411 1.418
H 2.317 3.638 0.340
H 2.900 3.406 1.985
H 3.547 0.929 -1.213
C 1.508 -4.357 -1.302
C 1.061 -4.728 0.099
C -0.025 -5.803 0.089
O 2.156 -5.304 0.788
H 0.721 -3.820 -1.844
H 1.831 -5.232 -1.860
H 2.354 -3.669 -1.209
H 0.684 -3.851 0.645
H 0.191 -6.498 -0.727
H -1.024 -5.384 -0.039
H 0.007 -6.392 1.004
H 2.796 -4.595 1.019
C -0.076 -4.216 3.672
C -0.941 -2.965 3.721
C -2.027 -3.012 2.666
O -1.483 -2.783 5.038
H 0.437 -4.322 2.714
H -0.783 -5.064 3.672
H 0.564 -4.333 4.539
H -0.351 -2.064 3.524
H -2.723 -3.836 2.863
H -1.682 -3.094 1.634
H -2.596 -2.076 2.704
H -2.171 -3.446 5.182
*
```

Calculated values
SMILES = COC[C@H](C)N.COC[C@H](C)N.COC[C@H](C)N.COCCNCCOC.CC(C)O.CC(C)O.CC(C)O.CC(C)O.CC(C)O.CC(C)O.CC(C)O
E_HOMO = -8.695 eV
Energy = -2670.11106 Eh
Energy relative to the best compared isomer or geometry (same formula, charge and spin) = 0.0 kcal per mole
Largest force on an atom = 2.5 eV/A